No. 1
Entry from OMol25: 2 unconnected molecules or ions with the total composition C11H9NOS in a non-equilibrium geometry (wB97M-V/def2-TZVPD).

Element x y z (Å)
C1 1.96 0.96 -1.20
C2 1.99 1.66 -0.04
C3 -2.48 1.74 0.61
C4 1.51 -0.38 -1.23
C5 -1.40 1.86 -0.30
C6 1.45 1.04 1.12
C7 -2.86 0.45 0.73
C8 1.11 -0.92 -0.07
C9 -1.09 0.63 -0.75
C10 0.11 -3.33 0.43
C11 0.47 -2.09 -0.09
N1 1.06 -0.21 1.10
O1 0.65 -3.23 -0.87
S1 -2.12 -0.67 -0.49
H1 2.35 1.36 -2.14
H2 2.39 2.68 -0.13
H3 -3.00 2.52 1.14
H4 1.39 -1.00 -2.19
H5 -0.78 2.74 -0.30
H6 1.24 1.70 1.88
H7 -3.67 -0.02 1.12
H8 0.69 -3.92 1.12
H9 -0.98 -3.57 0.56

Summary:
F_max = 0.0686 Eh/bohr
E_LUMO (spin up / spin down) = -0.0180 / -0.0166 hartree
Calculated total energy = -25918.2156 eV
Energy above the lowest of the compared OMol25 structures with the same formula, charge and spin = 7.071 eV
Net charge = 0
Highest occupied orbital energy (spin up / spin down) = -8.9 / -7.2 eV

No. 2
Entry from OMol25: 20 unconnected molecules or ions with the total composition C120H80O40 in a non-equilibrium geometry (wB97M-V/def2-TZVPD).

Element x y z (Å)
C1 1.56 -7.50 0.53
C2 1.21 -6.70 -0.46
C3 1.03 -5.23 -0.11
O1 0.69 -4.52 -1.06
C4 1.19 -4.67 1.24
C5 1.61 -5.52 2.17
C6 1.81 -6.95 1.83
O2 2.37 -7.58 2.69
H1 1.59 -8.57 0.52
H2 1.07 -7.11 -1.45
H3 1.00 -3.62 1.43
H4 1.88 -5.35 3.23
C7 -0.86 -0.57 6.70
C8 -2.00 -1.20 6.59
C9 -2.20 -2.09 5.38
O3 -3.32 -2.39 5.09
C10 -1.07 -2.49 4.48
C11 0.13 -1.96 4.72
C12 0.36 -1.06 5.91
O4 1.44 -0.80 6.39
H5 -0.72 0.24 7.36
H6 -2.89 -0.95 7.20
H7 -1.41 -3.22 3.83
H8 1.07 -2.23 4.24
C13 -4.67 4.60 3.61
C14 -3.60 4.98 2.91
C15 -2.28 4.26 2.94
O5 -1.35 4.52 2.19
C16 -2.13 3.26 3.99
C17 -3.06 2.98 4.87
C18 -4.45 3.50 4.70
O6 -5.29 3.17 5.49
H9 -5.68 5.03 3.54
H10 -3.76 5.84 2.23
H11 -1.20 2.78 3.99
H12 -3.02 2.30 5.66
C19 2.14 5.81 7.28
C20 0.90 6.18 7.64
C21 -0.11 6.34 6.48
O7 -1.24 6.66 6.76
C22 0.29 6.03 5.12
C23 1.52 5.65 4.77
C24 2.54 5.62 5.81
O8 3.77 5.48 5.64
H13 2.88 5.77 8.02
H14 0.53 6.48 8.59
H15 -0.51 6.10 4.41
H16 1.60 5.43 3.73
C25 0.26 -7.20 -4.41
C26 1.06 -6.21 -4.11
C27 2.22 -5.89 -5.00
O9 2.93 -4.95 -4.75
C28 2.50 -6.80 -6.19
C29 1.69 -7.77 -6.50
C30 0.51 -8.06 -5.61
O10 -0.15 -9.01 -5.66
H17 -0.66 -7.43 -3.87
H18 0.96 -5.48 -3.27
H19 3.42 -6.57 -6.71
H20 2.09 -8.47 -7.24
C31 -5.84 -0.50 -3.43
C32 -6.41 0.71 -3.49
C33 -6.17 1.74 -2.40
O11 -6.65 2.87 -2.53
C34 -5.19 1.45 -1.22
C35 -4.60 0.24 -1.30
C36 -5.01 -0.86 -2.23
O12 -4.84 -2.05 -1.97
H21 -6.17 -1.31 -4.11
H22 -7.07 1.01 -4.34
H23 -5.03 2.33 -0.61
H24 -4.02 -0.13 -0.44
C37 2.29 2.40 7.24
C38 1.45 2.62 6.27
C39 1.90 2.19 4.89
O13 1.05 2.09 4.03
C40 3.24 1.86 4.57
C41 4.12 1.64 5.56
C42 3.60 1.83 7.00
O14 4.34 1.47 7.89
H25 2.02 2.58 8.28
H26 0.46 3.06 6.32
H27 3.51 1.69 3.51
H28 5.14 1.32 5.42
C43 -0.69 7.78 0.19
C44 -0.80 6.60 -0.36
C45 -0.49 6.40 -1.74
O15 -0.88 5.42 -2.38
C46 0.21 7.44 -2.46
C47 0.50 8.60 -1.90
C48 0.01 8.92 -0.46
O16 0.45 9.87 0.14
H29 -1.00 7.99 1.19
H30 -1.26 5.78 0.17
H31 0.51 7.22 -3.49
H32 0.95 9.45 -2.46
C49 -4.09 5.71 -2.65
C50 -4.22 5.01 -1.52
C51 -5.62 5.03 -0.86
O17 -5.74 4.64 0.26
C52 -6.76 5.69 -1.53
C53 -6.55 6.36 -2.62
C54 -5.24 6.50 -3.18
O18 -5.00 7.33 -4.00
H33 -3.12 5.90 -3.13
H34 -3.49 4.48 -1.01
H35 -7.69 5.65 -0.99
H36 -7.36 6.95 -3.01
C55 3.52 2.34 0.81
C56 2.89 1.64 -0.10
C57 1.74 2.20 -0.79
O19 1.14 1.56 -1.64
C58 1.43 3.69 -0.64
C59 2.13 4.42 0.23
C60 3.06 3.75 1.13
O20 3.53 4.32 2.08
H37 4.35 2.12 1.44
H38 3.08 0.59 -0.34
H39 0.69 4.00 -1.38
H40 1.88 5.50 0.40
C61 -4.74 1.58 2.06
C62 -6.01 1.97 2.14
C63 -6.97 0.99 2.81
O21 -8.09 1.38 3.05
C64 -6.53 -0.28 3.44
C65 -5.21 -0.57 3.38
C66 -4.32 0.26 2.52
O22 -3.29 -0.26 2.11
H41 -3.94 2.12 1.60
H42 -6.30 2.88 1.64
H43 -7.29 -0.77 3.96
H44 -4.69 -1.45 3.80
C67 7.26 -1.82 2.51
C68 7.87 -2.49 1.53
C69 7.27 -2.59 0.12
O23 7.97 -2.95 -0.77
C70 5.85 -2.10 -0.01
C71 5.23 -1.35 0.88
C72 5.88 -1.19 2.22
O24 5.38 -0.52 3.12
H45 7.61 -1.67 3.51
H46 8.85 -2.90 1.69
H47 5.32 -2.25 -0.93
H48 4.24 -0.97 0.76
C73 -0.92 2.70 -3.75
C74 -2.15 2.30 -3.68
C75 -3.18 3.10 -4.38
O25 -4.35 2.72 -4.30
C76 -2.90 4.29 -5.24
C77 -1.62 4.63 -5.28
C78 -0.51 3.88 -4.59
O26 0.60 4.07 -4.95
H49 -0.08 2.27 -3.20
H50 -2.59 1.51 -3.10
H51 -3.77 4.75 -5.74
H52 -1.20 5.43 -5.85
C79 -2.53 1.01 -6.38
C80 -3.23 1.85 -7.13
C81 -2.63 2.76 -8.07
O27 -3.21 3.71 -8.54
C82 -1.17 2.54 -8.31
C83 -0.42 1.69 -7.62
C84 -1.04 0.96 -6.48
O28 -0.37 0.42 -5.64
H53 -2.90 0.34 -5.66
H54 -4.32 1.76 -7.13
H55 -0.78 3.20 -9.07
H56 0.66 1.68 -7.72
C85 -0.33 1.18 1.37
C86 0.55 0.19 1.47
C87 0.83 -0.87 0.49
O29 1.94 -1.39 0.45
C88 -0.20 -0.98 -0.55
C89 -1.05 0.00 -0.75
C90 -1.18 1.11 0.22
O30 -2.06 1.91 -0.09
H57 -0.40 2.03 2.05
H58 1.12 0.14 2.39
H59 -0.09 -1.83 -1.21
H60 -1.75 -0.01 -1.56
C91 4.35 -1.84 -4.80
C92 3.73 -1.63 -5.98
C93 2.71 -0.57 -6.24
O31 2.19 -0.35 -7.33
C94 2.49 0.37 -5.17
C95 3.03 0.20 -3.96
C96 3.87 -0.99 -3.53
O32 4.14 -1.12 -2.38
H61 5.09 -2.58 -4.69
H62 3.98 -2.31 -6.80
H63 1.94 1.24 -5.38
H64 2.87 0.97 -3.19
C97 4.73 -5.10 0.01
C98 4.74 -5.73 -1.17
C99 4.98 -7.26 -1.15
O33 5.26 -7.90 -2.11
C100 5.07 -7.96 0.12
C101 5.14 -7.31 1.25
C102 4.91 -5.86 1.32
O34 4.85 -5.41 2.46
H65 4.41 -4.05 0.17
H66 4.47 -5.24 -2.09
H67 5.07 -9.01 -0.03
H68 5.22 -7.82 2.17
C103 0.10 -3.03 -5.03
C104 -0.40 -2.12 -4.27
C105 -1.92 -1.95 -4.30
O35 -2.45 -1.15 -3.60
C106 -2.73 -2.66 -5.29
C107 -2.18 -3.43 -6.18
C108 -0.75 -3.75 -6.03
O36 -0.26 -4.56 -6.73
H69 1.15 -3.24 -5.11
H70 0.19 -1.52 -3.56
H71 -3.79 -2.48 -5.10
H72 -2.65 -4.07 -6.87
C109 -2.48 -3.71 -0.94
C110 -2.39 -3.79 0.35
C111 -2.07 -4.97 1.22
O37 -2.31 -5.08 2.40
C112 -1.91 -6.20 0.37
C113 -1.98 -6.30 -0.97
C114 -2.24 -4.95 -1.71
O38 -2.15 -4.85 -2.91
H73 -2.80 -2.79 -1.43
H74 -2.51 -2.87 0.89
H75 -1.80 -7.09 0.98
H76 -2.17 -7.24 -1.42
C115 4.34 -4.50 5.36
C116 4.80 -4.49 6.61
C117 5.32 -3.28 7.30
O39 6.03 -3.32 8.22
C118 4.93 -1.95 6.62
C119 4.33 -1.97 5.44
C120 3.90 -3.25 4.75
O40 2.98 -3.23 3.98
H77 4.07 -5.46 4.89
H78 4.81 -5.44 7.15
H79 5.28 -1.05 7.07
H80 4.00 -1.07 4.95

Summary:
F_max = 0.0994 Eh/bohr
E_LUMO = -0.0770 hartree
Calculated total energy = -207609.9090 eV
Net charge = 0
Highest occupied orbital energy = -9.9 eV